{"formula": "C6H7N3OS", "method": "wB97M-V/def2-TZVPD", "charge": 0, "homo_energy_ev": -7.6, "relative_energy_kcal_mol": 158.48, "orbital_gap_ev": 7.37, "lumo_energy_ev": -0.21, "symbols": ["S", "O", "N", "N", "N", "C", "C", "C", "C", "C", "C", "H", "H", "H", "H", "H", "H", "H"], "positions_angstrom": [[0.93, -1.29, -1.32], [-1.57, 2.78, 0.54], [-0.90, 1.98, -0.43], [-0.06, -0.85, 2.57], [1.61, -2.91, 0.62], [0.12, 0.23, -1.38], [0.96, -1.72, 0.48], [-0.54, 0.66, -0.25], [-0.70, 2.30, -1.77], [0.48, -0.83, 1.32], [-0.07, 1.21, -2.35], [2.34, -2.99, -0.08], [-0.13, 0.03, 2.89], [-1.95, 2.22, 1.26], [0.48, 1.21, -3.30], [-1.20, 3.19, -2.29], [0.90, -3.70, 0.63], [-0.69, -1.53, 2.86]]}